Molecular formula: C22H24N4O5S
Method: DFT, the ωB97M-V functional and the def2-TZVPD basis

The SMILES is COc1ccc(OC)c(NC(=O)CSc2nc3ccccc3c(=O)n2CCNC(C)=O)c1. The relative energy (zero: lowest compared OMol25 entry of this formula, charge and spin) comes out at 4.1 kcal/mol. The calculation puts the gap between HOMO and LUMO at 8.13 eV. Its calculated total energy is -1846.22331 Eh.

Last column: Löwdin charge in e.
Element x y z (Å)
C -4.1480 -1.3720 3.4510  -0.08
O -4.8299 -1.3209 2.2195  -0.08
C -4.3072 -0.5551 1.2238  -0.27
C -5.0075 -0.5460 0.0216  -0.01
C -4.5552 0.1987 -1.0525  -0.02
C -3.3969 0.9495 -0.9469  -0.23
O -2.8506 1.7144 -1.9572  -0.12
C -3.5055 1.7291 -3.2016  -0.08
C -2.6886 0.9460 0.2666  -0.15
N -1.5251 1.7218 0.3154  0.15
C -0.5675 1.7380 1.2713  -0.56
O -0.6237 1.1738 2.3408  0.06
C 0.6124 2.6419 0.9071  -0.34
S 2.1484 1.8618 1.4674  1.03
C 1.8923 0.2775 0.7399  -0.56
N 0.9094 0.1966 -0.0800  0.11
C 0.6214 -1.0202 -0.6335  -0.18
C -0.4379 -1.1295 -1.5395  0.00
C -0.7506 -2.3562 -2.0773  -0.06
C -0.0177 -3.4930 -1.7378  -0.07
C 1.0366 -3.3970 -0.8590  0.00
C 1.3652 -2.1625 -0.2962  -0.06
C 2.4910 -2.0429 0.6170  -0.36
O 3.2167 -2.9473 0.9718  0.09
N 2.7012 -0.7435 1.1131  0.02
C 3.8787 -0.5425 1.9294  -0.14
C 5.1025 -0.2984 1.0328  -0.14
N 4.9693 0.9018 0.2442  0.04
C 4.3857 0.8965 -0.9833  -0.57
C 4.2228 2.2813 -1.5724  0.00
O 4.0615 -0.1218 -1.5533  0.07
C -3.1448 0.2000 1.3415  0.06
H -3.1348 -1.7678 3.3330  0.10
H -4.0982 -0.3860 3.9232  0.10
H -4.7288 -2.0450 4.0798  0.09
H -5.9083 -1.1318 -0.0593  0.12
H -5.1198 0.1816 -1.9706  0.11
H -4.5154 2.1423 -3.1186  0.10
H -2.9047 2.3729 -3.8427  0.09
H -3.5556 0.7277 -3.6403  0.10
H -1.3313 2.1791 -0.5652  0.14
H 0.5479 3.5818 1.4570  0.09
H 0.6858 2.8268 -0.1630  0.08
H -0.9918 -0.2433 -1.8020  0.10
H -1.5732 -2.4412 -2.7726  0.10
H -0.2773 -4.4470 -2.1712  0.10
H 1.6289 -4.2571 -0.5856  0.12
H 3.7080 0.3025 2.6009  0.09
H 4.0355 -1.4579 2.5055  0.13
H 6.0006 -0.2307 1.6495  0.13
H 5.1978 -1.1367 0.3376  0.13
H 5.0860 1.7824 0.7201  0.13
H 5.2011 2.7295 -1.7308  0.08
H 3.6538 2.9134 -0.8943  0.05
H 3.7059 2.2068 -2.5245  0.09
H -2.5704 0.2177 2.2503  0.09

***

Molecular formula: C22H24N6O2
Method: DFT, the ωB97M-V functional and the def2-TZVPD basis

The SMILES is CC1=C(C(=O)Nc2ccccc2C)[C@@H](c2cccnc2)n2nc(CCCO)nc2N1. The relative energy (zero: lowest compared OMol25 entry of this formula, charge and spin) comes out at 27.3 kcal/mol. The calculation puts the gap between HOMO and LUMO at 8.85 eV. Its calculated total energy is -1331.80355 Eh.

Last column: Löwdin charge in e.
Element x y z (Å)
C -0.5423 -3.7299 1.6587  -0.01
C 0.1111 -2.6486 0.8653  -0.21
C -0.5469 -1.6683 0.1957  -0.05
C -2.0272 -1.6478 0.1559  -0.40
O -2.7056 -2.6212 0.4316  0.06
N -2.5594 -0.4439 -0.2201  0.16
C -3.9102 -0.1076 -0.3764  -0.17
C -4.8939 -1.0775 -0.5395  -0.01
C -6.2145 -0.7100 -0.7176  -0.08
C -6.5674 0.6267 -0.7411  -0.09
C -5.5890 1.5925 -0.5811  -0.06
C -4.2582 1.2518 -0.3960  -0.21
C -3.2266 2.3295 -0.2160  -0.04
C 0.1995 -0.5753 -0.5508  -0.17
C 0.1985 0.7632 0.1715  -0.18
C 0.1680 0.8481 1.5588  0.00
C 0.2367 2.0962 2.1550  -0.05
C 0.3432 3.2119 1.3370  -0.15
N 0.3868 3.1401 0.0182  0.08
C 0.3232 1.9499 -0.5469  -0.12
N 1.5757 -0.9760 -0.7027  -0.02
N 2.4828 -0.3524 -1.4794  0.17
C 3.6096 -0.9697 -1.2060  -0.38
C 4.9138 -0.5971 -1.8073  -0.14
C 5.8426 0.0028 -0.7478  -0.19
C 5.2750 1.2997 -0.1693  -0.28
O 6.0909 1.8483 0.8388  -0.07
N 3.4818 -1.9626 -0.2850  0.20
C 2.2012 -1.9275 0.0088  -0.32
N 1.4882 -2.7081 0.8655  0.16
H -0.8644 -4.5293 0.9927  0.10
H 0.1531 -4.1365 2.3908  0.08
H -1.4343 -3.3645 2.1584  0.09
H -1.9317 0.3435 -0.2761  0.09
H -4.6172 -2.1175 -0.5165  0.10
H -6.9666 -1.4745 -0.8407  0.10
H -7.5971 0.9193 -0.8807  0.10
H -5.8635 2.6377 -0.5968  0.11
H -3.7064 3.3044 -0.1944  0.08
H -2.5056 2.3343 -1.0351  0.08
H -2.6813 2.2039 0.7206  0.08
H -0.2165 -0.4383 -1.5608  0.16
H 0.0852 -0.0487 2.1571  0.12
H 0.2129 2.1988 3.2285  0.10
H 0.3989 4.2088 1.7528  0.11
H 0.3790 1.9350 -1.6279  0.12
H 4.7291 0.1229 -2.6051  0.12
H 5.3793 -1.4909 -2.2261  0.12
H 6.8191 0.2038 -1.1979  0.11
H 5.9769 -0.7185 0.0601  0.11
H 4.3109 1.1097 0.3072  0.11
H 5.1167 2.0291 -0.9776  0.12
H 6.9695 2.0017 0.4732  0.08
H 1.9666 -3.4712 1.3169  0.16

***

Molecular formula: C22H24N6O9Pt
Method: DFT, the ωB97M-V functional and the def2-TZVPD basis

The relative energy (zero: lowest compared OMol25 entry of this formula, charge and spin) comes out at 3.3 kcal/mol. The calculation puts the gap between HOMO and LUMO at 7.86 eV. Its calculated total energy is -1977.59399 Eh.

Last column: Löwdin charge in e.
Element x y z (Å)
Pt -0.4842 -0.0605 0.9230  1.22
C 5.0413 2.0848 4.2083  -0.06
O 3.9023 2.7291 4.7605  -0.06
C 2.7227 2.5772 4.1342  -0.27
C 1.6517 3.3127 4.6895  0.00
C 0.4196 3.1881 4.1330  -0.02
C 0.1515 2.3578 3.0093  -0.09
C -1.1783 2.2713 2.4890  -0.33
C -2.3596 2.9946 3.0653  0.02
O -1.4745 1.6046 1.4592  -0.14
C 1.2578 1.6458 2.4313  -0.31
O 1.2239 0.8870 1.3735  -0.22
C 2.5272 1.7685 3.0395  0.05
H 5.8917 2.4362 4.7843  0.09
H 5.1738 2.3548 3.1592  0.10
H 4.9578 0.9999 4.3012  0.10
H 1.8401 3.9577 5.5351  0.12
H -0.3850 3.7694 4.5558  0.10
H -2.1586 3.5889 3.9471  0.07
H -3.1098 2.2399 3.3051  0.11
H -2.7814 3.6317 2.2871  0.10
H 3.3319 1.2080 2.5883  0.11
O -4.3596 -1.2532 1.2953  0.08
C -3.4007 -0.7671 0.7325  -0.58
O -2.1758 -1.1471 0.9513  -0.22
C -3.6408 0.3139 -0.3056  -0.10
C -2.7081 0.6473 -1.2754  0.04
C -2.9861 1.6714 -2.1591  -0.11
C -4.1709 2.3783 -2.1398  0.09
C -5.0978 1.9873 -1.1927  -0.10
C -4.8625 0.9743 -0.2821  0.09
N -6.3968 2.6928 -1.1576  -0.35
O -6.5716 3.5798 -1.9675  0.08
O -7.2016 2.3417 -0.3223  0.09
N -1.9600 2.0364 -3.1548  -0.35
O -2.0975 3.0894 -3.7394  0.09
O -1.0413 1.2592 -3.3222  0.08
H -1.7694 0.1206 -1.3618  0.09
H -4.3658 3.1859 -2.8272  0.13
H -5.6078 0.6949 0.4479  0.14
C 1.6993 -2.0019 1.2602  -0.16
N 0.5471 -1.7382 0.3235  -0.24
C -0.2709 -2.9999 0.2559  -0.16
N 0.5358 -4.1203 -0.1774  -0.08
C 1.6402 -4.3146 0.7604  -0.16
N 2.4959 -3.1279 0.8286  -0.08
C 3.0142 -2.8439 -0.5119  -0.16
N 1.9329 -2.6245 -1.4744  -0.08
C 1.1296 -1.5013 -1.0421  -0.16
C 1.0922 -3.8250 -1.4985  -0.16
H 1.2762 -2.1849 2.2484  0.14
H 2.3040 -1.0992 1.2912  0.11
H -1.0797 -2.8309 -0.4519  0.13
H -0.7028 -3.1740 1.2391  0.13
H 2.2372 -5.1689 0.4396  0.13
H 1.2351 -4.5196 1.7526  0.13
H 3.6169 -3.6890 -0.8464  0.13
H 3.6455 -1.9548 -0.4707  0.13
H 0.3021 -1.3467 -1.7356  0.13
H 1.7313 -0.5937 -0.9917  0.13
H 1.6967 -4.6713 -1.8267  0.13
H 0.2763 -3.6788 -2.2080  0.13